No. 1
Formula: C12H30CrLi2N2O12PS2
Source: the OMol25 dataset
Level of theory: wB97M-V/def2-TZVPD

XYZ file:
```
62
Properties=species:S:1:pos:R:3
Cr -3.815 -32.063 2.299
Li -4.426 -34.074 5.260
Li -2.875 -29.036 4.491
P -4.429 -30.841 4.324
O -3.142 -30.634 3.488
O -4.089 -32.345 4.378
O -5.230 -30.782 2.982
O -4.403 -29.745 5.402
S -4.184 -34.751 2.491
O -4.463 -35.792 1.515
O -4.332 -35.206 3.878
O -3.003 -33.937 2.355
O -5.123 -33.650 2.249
S -3.299 -31.532 -0.325
O -4.527 -31.813 0.422
O -3.015 -32.488 -1.381
O -3.370 -30.191 -0.853
O -2.522 -31.753 0.850
C -1.745 -33.751 5.949
C -2.590 -34.218 7.229
N -3.985 -33.864 7.182
C -4.738 -34.768 8.186
C -4.873 -36.241 7.692
C -4.088 -32.465 7.544
C -5.581 -31.835 7.440
H -1.988 -32.764 5.558
H -1.923 -34.480 5.158
H -0.662 -33.749 6.074
H -2.515 -35.298 7.362
H -2.189 -33.861 8.178
H -5.685 -34.260 8.368
H -4.270 -34.738 9.170
H -5.287 -36.776 8.546
H -4.039 -36.787 7.251
H -5.562 -36.252 6.847
H -3.821 -32.261 8.581
H -3.424 -31.867 6.919
H -5.897 -31.927 6.401
H -6.210 -32.422 8.109
H -5.748 -30.808 7.764
C -1.089 -30.129 6.178
C -0.414 -28.929 5.394
N -1.378 -27.861 4.952
C -1.825 -27.022 6.108
C -3.153 -26.233 5.819
C -0.963 -27.093 3.791
C -0.856 -27.876 2.490
H -2.036 -30.018 6.706
H -0.358 -30.449 6.921
H -1.062 -31.012 5.538
H 0.257 -28.419 6.086
H 0.242 -29.281 4.598
H -2.060 -27.602 7.000
H -0.985 -26.378 6.372
H -3.597 -25.909 6.760
H -3.018 -25.339 5.210
H -3.888 -26.812 5.260
H 0.018 -26.693 4.046
H -1.566 -26.189 3.708
H -0.899 -27.243 1.603
H -1.686 -28.574 2.383
H -0.018 -28.572 2.521
```

Results
total charge: -2
Kohn-Sham gap (spin up / spin down): 3.632 / 4.783 eV
lowest unoccupied orbital energy (spin up / spin down): 3.3778 / 3.3777 eV
HOMO energy (spin up / spin down): -0.254 / -1.405 eV
<S²>: 3.77
multiplicity: 4

=====

No. 2
Formula: C12H30F2N3O12S3Sn
Source: the OMol25 dataset
Level of theory: wB97M-V/def2-TZVPD

XYZ file:
```
63
Properties=species:S:1:pos:R:3
Sn -0.830 0.624 0.787
S -2.089 -2.784 0.851
O -1.307 -2.220 -0.197
O -2.212 -1.776 1.896
O -3.290 -3.317 0.236
O -1.254 -3.902 1.364
N -0.923 2.545 -1.383
S -0.193 3.701 -2.061
O -0.594 5.076 -2.013
O 0.631 3.415 -3.242
F 0.952 3.598 -0.876
S -2.171 2.731 -2.479
O -1.988 2.005 -3.788
O -2.992 3.934 -2.589
F -3.185 1.853 -1.680
C 2.454 2.578 3.098
O 1.380 3.062 2.170
C 0.604 3.973 2.931
C -0.659 4.218 2.049
N -1.696 3.124 2.225
C -2.987 3.595 1.671
C -4.015 2.455 1.956
O -3.663 1.413 1.040
C -4.443 0.245 1.200
H 2.965 1.711 2.681
H 2.178 2.295 4.113
H 3.071 3.475 3.151
H 1.132 4.897 3.164
H 0.348 3.544 3.900
H -0.420 4.561 1.043
H -1.041 5.070 2.611
H -1.858 3.027 3.217
H -3.026 3.915 0.630
H -3.222 4.429 2.333
H -5.067 2.738 1.907
H -3.860 2.099 2.975
H -5.377 0.374 0.652
H -4.773 0.053 2.220
H -3.822 -0.610 0.933
C 2.229 -7.194 -1.207
O 2.361 -5.997 -0.361
C 3.576 -5.334 -0.453
C 3.593 -4.169 -1.514
N 2.439 -3.359 -1.455
C 2.262 -2.514 -2.581
C 0.963 -1.716 -2.380
O 0.908 -0.744 -1.391
C 1.731 0.356 -1.673
H 3.038 -7.905 -1.041
H 2.298 -6.912 -2.257
H 1.253 -7.649 -1.044
H 4.460 -5.963 -0.345
H 3.504 -4.979 0.575
H 3.603 -4.702 -2.465
H 4.476 -3.545 -1.383
H 2.639 -2.768 -0.661
H 2.221 -3.071 -3.517
H 3.055 -1.773 -2.682
H 0.195 -2.484 -2.289
H 0.627 -1.306 -3.333
H 2.801 0.147 -1.685
H 1.470 1.075 -0.896
H 1.539 0.784 -2.657
```

Results
energy relative to the best compared isomer or geometry (same formula, charge and spin): 543.3 kJ/mol
total charge: -1
Kohn-Sham gap: 4.426 eV
lowest unoccupied orbital energy: 0.3041 eV
HOMO energy: -4.122 eV

=====

No. 3
Formula: C12H30F6Mn2N2O10P3
Source: the OMol25 dataset
Level of theory: wB97M-V/def2-TZVPD

XYZ file:
```
65
Properties=species:S:1:pos:R:3
Mn 0.819 -2.369 -0.957
Mn -1.968 1.083 1.343
O -2.049 -0.995 1.123
P -1.975 -2.446 0.833
O -0.932 -2.986 -0.058
F -3.337 -2.842 0.250
F -1.886 -3.189 2.185
O -0.309 -0.744 -1.715
P -0.802 0.642 -1.801
O -1.441 1.297 -0.646
F -1.707 0.797 -3.041
F 0.404 1.529 -2.234
O 1.409 -1.172 0.723
P 1.297 -0.016 1.631
O 0.143 0.900 1.533
F 2.585 0.843 1.569
F 1.416 -0.571 3.073
C 3.637 -0.550 -1.478
O 2.590 -1.431 -1.865
C 2.365 -1.314 -3.258
C 1.607 -2.525 -3.850
N 1.090 -3.467 -2.824
C 2.021 -4.618 -2.583
C 2.031 -5.062 -1.116
O 1.994 -3.906 -0.277
C 2.386 -4.182 1.064
H 3.483 0.444 -1.904
H 4.611 -0.946 -1.777
H 3.661 -0.442 -0.397
H 3.279 -1.142 -3.835
H 1.812 -0.388 -3.458
H 2.259 -2.984 -4.596
H 0.737 -2.145 -4.383
H 0.346 -3.944 -3.323
H 3.052 -4.332 -2.796
H 1.756 -5.480 -3.193
H 2.913 -5.667 -0.912
H 1.130 -5.643 -0.887
H 3.152 -4.953 1.139
H 1.525 -4.554 1.632
H 2.717 -3.270 1.550
C -2.938 0.168 4.175
O -2.283 1.147 3.364
C -2.408 2.486 3.852
C -1.526 3.409 3.055
N -1.825 3.398 1.596
C -0.680 3.965 0.846
C -1.171 4.467 -0.483
O -2.155 5.457 -0.212
C -2.636 6.100 -1.369
H -3.005 -0.743 3.591
H -3.983 0.480 4.315
H -2.514 0.097 5.174
H -2.028 2.475 4.878
H -3.450 2.818 3.876
H -0.465 3.191 3.164
H -1.687 4.423 3.437
H -2.561 4.070 1.381
H 0.039 3.177 0.618
H -0.205 4.776 1.403
H -1.606 3.636 -1.047
H -0.374 4.902 -1.095
H -3.287 6.911 -1.049
H -3.240 5.412 -1.973
H -1.831 6.517 -1.982
```

Results
energy relative to the best compared isomer or geometry (same formula, charge and spin): 0.0 kJ/mol
total charge: +1
Kohn-Sham gap (spin up / spin down): 9.494 / 9.987 eV
lowest unoccupied orbital energy (spin up / spin down): -1.8314 / -2.1979 eV
HOMO energy (spin up / spin down): -11.326 / -12.185 eV
<S²>: 30.00
multiplicity: 11

=====

No. 4
Formula: C12H30F6NO10S2V2
Source: the OMol25 dataset
Level of theory: wB97M-V/def2-TZVPD

XYZ file:
```
63
Properties=species:S:1:pos:R:3
V -0.088 -0.216 -2.770
V 2.680 1.148 -1.389
C -2.158 2.475 -2.886
O -1.690 1.260 -3.496
H -3.012 2.886 -3.425
H -2.643 2.320 -1.922
H -1.318 3.163 -2.786
C -0.284 0.679 0.626
O 0.411 0.623 -0.593
H -0.468 -0.322 1.016
H 0.274 1.247 1.371
H -1.210 1.146 0.289
C 3.775 -2.740 -2.754
F 5.051 -2.498 -2.391
F 3.375 -1.974 -3.792
F 3.676 -4.018 -3.144
S 2.655 -2.231 -1.165
O 1.362 -1.927 -1.727
O 2.623 -3.320 -0.244
N 3.426 -0.723 -0.674
S 4.422 -1.025 0.485
O 5.165 -2.280 0.391
O 5.212 0.201 0.579
C 3.357 -1.114 2.111
F 2.333 -1.912 2.035
F 4.201 -1.417 3.112
F 2.934 0.072 2.354
C -4.085 -2.082 -1.800
C -2.883 -1.226 -1.339
O -1.540 -1.491 -1.763
H -5.059 -1.600 -1.720
H -4.066 -3.018 -1.241
H -4.040 -2.320 -2.863
H -2.924 -1.133 -0.254
H -3.283 -0.257 -1.636
H -1.074 -2.103 -1.188
C 3.575 4.489 1.025
C 2.764 3.178 1.149
O 3.428 2.265 0.314
H 4.633 4.562 1.276
H 3.110 5.188 1.721
H 3.651 4.731 -0.035
H 1.698 3.375 1.037
H 2.845 2.822 2.176
H 4.331 2.276 0.640
C -3.563 3.621 1.106
C -3.577 3.298 2.583
O -2.386 2.639 2.926
H -2.614 4.059 0.796
H -4.426 4.217 0.809
H -3.604 2.709 0.512
H -4.409 2.622 2.782
H -3.771 4.244 3.088
H -2.422 1.729 2.623
C -1.987 -4.859 0.679
C -1.696 -3.457 1.266
O -0.664 -3.014 0.344
H -2.890 -5.317 1.083
H -1.165 -5.527 0.934
H -2.252 -4.665 -0.360
H -1.312 -3.370 2.282
H -2.618 -2.887 1.152
H 0.212 -3.200 0.688
```

Results
total charge: +1
Kohn-Sham gap (spin up / spin down): 5.962 / 5.733 eV
lowest unoccupied orbital energy (spin up / spin down): -5.1959 / -5.7203 eV
HOMO energy (spin up / spin down): -11.158 / -11.453 eV
<S²>: 12.03
multiplicity: 7